Formula: C2H5NO2S
Source: the Open Molecules 2025 dataset
Level of theory: ωB97M-V/def2-TZVPD

Output
maximum force = 0.072 hartree/bohr
E_LUMO = 0.02 eV
SMILES string = O=[N+]([O-])CCS
ΔE to the lowest compared entry with this formula, charge and spin = 80.3 kcal/mol

XYZ file:
```
11
Properties=species:S:1:pos:R:3:forces:R:3:nbo_charge:R:1
C -0.867 0.751 -0.118 -0.566 -0.278 1.976 -0.299
C 0.316 -0.179 -0.362 -2.706 -2.390 0.775 -0.526
N -1.389 1.155 -1.431 -0.301 0.241 -1.798 0.517
O -2.416 0.616 -1.794 -0.043 0.101 0.142 -0.364
O -0.736 1.921 -2.145 -0.353 -0.640 1.267 -0.382
S 0.804 -1.217 1.034 -0.240 -0.603 0.722 -0.029
H -0.571 1.669 0.379 0.129 0.077 0.089 0.232
H -1.712 0.259 0.519 1.542 0.779 -1.544 0.248
H -0.045 -0.953 -1.051 0.529 0.640 -0.483 0.236
H 1.208 0.252 -0.608 1.832 1.543 -1.357 0.234
H 0.199 -2.367 0.630 0.176 0.531 0.211 0.132
```
Forces are in eV/Å.